Here is a single C9H7ClO2 molecule in a non-equilibrium geometry from the OMol25 dataset. Energies are from wB97M-V/def2-TZVPD.

HOMO energy (alpha / beta) (eV): -6.342 / -9.187
Frontier orbital gap (alpha / beta) (eV): 7.12 / 5.74
LUMO energy (alpha / beta) (hartree): 0.02866 / -0.12678

Geometry as ORCA input:
```
! wB97M-V def2-TZVPD RIJCOSX def2/J DEFGRID3
* xyz 0 3
C -1.54703 1.60566 1.67895
C -1.38865 2.41062 0.61145
C -1.10858 0.28650 1.72814
C -0.65363 1.96330 -0.53017
C -0.49600 -0.21113 0.58234
C -0.21279 0.65433 -0.53315
C 0.12552 -1.49576 0.26852
C 0.74525 -1.24341 -1.19010
C 2.16432 -1.60889 -1.11463
O 0.30764 -2.46220 0.92934
O 0.51776 0.05123 -1.50002
Cl -0.17494 -2.40438 -2.35364
H -1.95777 1.85574 2.74903
H -1.76858 3.42481 0.56506
H -1.40339 -0.33156 2.45150
H -0.59823 2.49155 -1.46702
H 2.82764 -1.35346 -1.86945
H 2.23386 -2.64673 -0.76143
H 2.38762 -0.98622 -0.24472
*
```

Results of the natural (NBO) charge analysis, in e, for atoms 1 through 4: atom 1 (C): -0.21, atom 2 (C): -0.23, atom 3 (C): -0.22, atom 4 (C): -0.26